Version 1
The following is a quantum chemistry calculation of a 4-piece molecular cluster, C2H13N3O3 overall, from the OMol25 dataset.

Highest occupied orbital energy in Ha: -0.30810
Frontier orbital gap in eV: 3.93

Geometry as XYZ:
```
21
Properties=species:S:1:pos:R:3:nbo_charge:R:1
C 0.174 0.012 -1.482 -0.453
N -0.381 0.814 -0.378 -0.458
C -1.556 0.207 0.323 0.138
N -2.683 1.150 0.160 -0.783
N -1.820 -1.089 -0.045 -0.536
H -0.566 -0.719 -1.881 0.218
H 0.435 0.715 -2.276 0.231
H 0.912 -0.708 -1.024 0.342
H 0.397 0.702 0.293 0.458
H -2.535 2.061 0.574 0.380
H -2.864 1.297 -0.828 0.369
H -2.663 -1.470 0.382 0.371
H 2.571 0.479 0.477 0.506
H 3.687 -0.791 -0.983 0.445
O 2.834 -0.440 -0.680 -0.960
H -1.183 0.333 1.349 0.284
H 2.804 1.852 1.244 0.471
O 2.107 1.257 0.944 -1.003
H -0.484 -1.678 0.665 0.472
H 0.476 -2.337 1.912 0.487
O 0.338 -1.647 1.255 -0.981
```

---

Version 2
The following is a quantum chemistry calculation of C2H13N3O3 as an isolated structure, from the OMol25 dataset.

Highest occupied orbital energy in Ha: -0.35229
Frontier orbital gap in eV: 10.27

Geometry as XYZ:
```
21
Properties=species:S:1:pos:R:3:nbo_charge:R:1
H 0.054 -0.106 1.327 0.465
O 0.740 0.593 2.052 -1.136
N -0.860 -0.312 0.433 -0.806
H 0.583 0.536 2.992 0.471
H -1.692 0.249 0.485 0.402
C -0.338 -0.681 -0.696 0.650
N -1.056 -0.933 -1.839 -0.606
H -0.522 -1.106 -2.672 0.386
N 0.982 -0.975 -0.808 -0.816
H 1.253 -1.680 -1.466 0.385
H 1.593 -0.901 0.004 0.429
C -2.212 -0.046 -2.085 -0.424
H -3.216 -0.448 -1.947 0.199
H -2.149 0.802 -1.402 0.210
H -2.174 0.378 -3.079 0.208
O 2.835 -0.808 1.314 -0.972
H 2.411 -1.492 1.840 0.463
H 2.224 -0.045 1.479 0.509
O -0.577 2.625 0.644 -0.981
H 0.167 2.132 1.079 0.505
H -0.728 3.279 1.331 0.459
```

---

Energetically preferred structure: version 2 | next structure: +190.9 kcal/mol

---

Version 1
The following is a quantum chemistry calculation of C2H2Cl3NO as an isolated structure, from the OMol25 dataset.

Highest occupied orbital energy in Ha: -0.34537
Frontier orbital gap in eV: 8.60

Geometry as XYZ:
```
9
Properties=species:S:1:pos:R:3:nbo_charge:R:1
C -0.790 0.309 -0.345 -0.274
C 0.932 -0.501 -0.008 -0.225
N -1.303 1.318 0.481 0.126
O -0.870 1.536 1.605 -0.234
Cl 1.266 -1.154 -1.629 0.003
Cl 0.503 -1.935 0.920 0.001
Cl 2.109 0.454 0.753 0.106
H -0.454 0.517 -1.406 0.253
H -1.394 -0.545 -0.372 0.244
```

---

Version 2
The following is a quantum chemistry calculation of a 2-piece molecular cluster, C2H2Cl3NO overall, from the OMol25 dataset.

Highest occupied orbital energy (alpha / beta) in Ha: -0.31485 / -0.30891
Frontier orbital gap (alpha / beta) in eV: 8.84 / 7.81

Geometry as XYZ:
```
9
Properties=species:S:1:pos:R:3:nbo_charge:R:1
C -1.110 0.731 -0.180 0.237
C 1.481 -0.558 -0.430 -0.237
N -1.514 0.515 1.138 -0.378
O -1.819 -0.402 -0.012 -0.352
Cl 2.697 0.568 0.104 0.060
Cl 0.941 -1.816 0.591 0.083
Cl 1.451 -0.899 -2.172 0.032
H -1.302 1.618 -0.906 0.190
H -0.825 0.243 1.867 0.365
```

---

Energetically preferred structure: version 1 | next structure: +53.6 kcal/mol

---

Version 1
The following is a quantum chemistry calculation of one molecule with the formula CH3IO3S, from the OMol25 dataset.

Highest occupied orbital energy in Ha: -0.34513
Frontier orbital gap in eV: 8.96

Geometry as XYZ:
```
9
Properties=species:S:1:pos:R:3:nbo_charge:R:1
C 0.197 -0.094 -1.583 -0.257
O -0.833 -0.992 0.832 -0.909
O 0.880 0.216 -0.360 -0.726
O 0.061 1.152 1.998 -0.919
S 0.437 -0.409 1.085 1.767
I -0.864 0.582 3.590 0.440
H -0.087 -1.109 -1.507 0.196
H 0.921 0.114 -2.432 0.210
H -0.712 0.539 -1.623 0.198
```

---

Version 2
The following is a quantum chemistry calculation of CH3IO3S as an isolated structure, from the OMol25 dataset.

Highest occupied orbital energy (alpha / beta) in Ha: -0.33073 / -0.31851
Frontier orbital gap (alpha / beta) in eV: 7.91 / 7.18

Geometry as XYZ:
```
9
Properties=species:S:1:pos:R:3:nbo_charge:R:1
C -0.722 -1.153 -0.256 -0.277
O -0.409 1.819 -0.148 -0.889
O -1.183 -0.388 0.889 -0.705
O 3.161 0.632 0.330 -0.810
S -1.177 1.239 0.958 1.252
I 2.183 2.010 -0.337 0.804
H 0.213 -1.712 0.089 0.212
H -0.694 -0.449 -1.116 0.213
H -1.372 -1.998 -0.409 0.201
```

---

Energetically preferred structure: version 1 | next structure: +51.6 kcal/mol

---

Version 1
The following is a quantum chemistry calculation of C27H16ClINO6STa as an isolated structure, from the OMol25 dataset.

Highest occupied orbital energy (alpha / beta) in Ha: -0.13288 / -0.19431
Multiplicity: 2
Frontier orbital gap (alpha / beta) in eV: 5.44 / 7.12
Net charge: -1

Geometry as XYZ:
```
54
Properties=species:S:1:pos:R:3:mulliken_spin:R:1
Ta -0.405 0.310 1.039 0.818
O -1.493 6.044 2.517 0.000
C -1.200 4.876 2.618 -0.001
C -2.157 3.738 2.557 0.009
O -3.396 3.765 2.751 0.014
C -1.334 2.657 2.159 0.018
C 0.001 2.879 2.163 -0.004
O 0.835 1.889 1.898 -0.010
C 0.326 4.283 2.401 0.010
O 1.358 4.871 2.377 -0.002
O -1.836 1.445 1.897 -0.008
O 1.322 -0.711 0.786 0.025
N 2.060 -1.017 1.910 0.008
C 3.414 -0.964 1.771 0.009
C 4.240 -1.180 2.828 -0.003
C 3.668 -1.650 4.020 0.012
C 2.266 -1.596 4.179 -0.005
C 1.434 -1.217 3.100 0.019
S -0.236 -1.018 3.142 -0.021
H 3.718 -0.580 0.804 0.001
H 5.340 -0.983 2.748 0.000
H 4.244 -2.031 4.837 0.002
H 1.742 -1.884 5.083 0.000
I 0.017 -4.149 0.971 0.002
C -0.685 -3.205 -0.793 -0.060
C -0.481 -3.920 -2.019 0.044
C -1.556 -4.007 -2.869 -0.024
C -2.712 -3.300 -2.634 0.037
C -2.821 -2.402 -1.528 -0.035
C -4.087 -1.834 -1.166 0.099
C -4.160 -1.295 0.077 -0.077
C -2.932 -0.894 0.790 0.111
C -1.664 -1.146 0.278 -0.082
C -1.670 -2.204 -0.710 0.073
H 0.471 -4.293 -2.327 0.001
H -1.468 -4.587 -3.749 -0.001
H -3.406 -3.307 -3.478 0.002
H -4.876 -1.844 -1.919 0.007
H -5.045 -0.840 0.496 -0.003
H -3.116 -0.392 1.758 0.016
Cl -1.046 3.262 -3.547 0.000
C 0.385 2.265 -3.305 0.004
C 1.354 2.300 -4.338 -0.002
C 2.504 1.551 -4.357 0.003
C 2.814 0.833 -3.140 -0.002
C 1.912 0.778 -2.083 0.011
C 0.601 1.484 -2.139 -0.025
C -0.420 1.302 -1.066 0.028
H 1.102 2.868 -5.199 0.000
H 3.212 1.613 -5.130 0.000
H 3.756 0.321 -3.024 0.000
H 2.230 0.335 -1.164 -0.005
H -1.187 0.570 -1.348 -0.013
H -0.935 2.210 -0.922 -0.001
```

---

Version 2
The following is a quantum chemistry calculation of C27H16ClINO6STa as an isolated structure, from the OMol25 dataset.

Highest occupied orbital energy (alpha / beta) in Ha: -0.13771 / -0.17879
Multiplicity: 2
Frontier orbital gap (alpha / beta) in eV: 5.55 / 6.66
Net charge: -1

Geometry as XYZ:
```
54
Properties=species:S:1:pos:R:3:mulliken_spin:R:1
Ta -1.285 -0.218 -0.299 0.843
O -7.172 1.685 -0.336 -0.002
C -6.028 1.246 -0.326 -0.003
C -4.824 2.096 -0.763 0.014
O -4.841 3.223 -1.248 -0.001
C -3.737 1.296 -0.497 -0.010
C -4.101 0.008 -0.225 0.023
O -3.131 -0.836 0.098 -0.027
C -5.542 -0.184 0.023 0.007
O -6.102 -1.232 0.269 0.009
O -2.492 1.540 -0.658 -0.029
O 0.206 0.802 -0.925 0.037
N 0.279 1.018 -2.312 0.029
C 1.320 1.825 -2.584 0.007
C 1.532 2.189 -3.930 -0.001
C 0.686 1.583 -4.872 0.015
C -0.166 0.560 -4.577 -0.011
C -0.456 0.338 -3.218 0.020
S -1.494 -0.976 -2.812 -0.022
H 1.773 2.247 -1.697 0.002
H 2.220 2.937 -4.305 0.000
H 0.545 2.005 -5.885 0.000
H -0.723 0.162 -5.389 0.000
I 2.007 -2.101 -2.668 0.002
C 2.457 -1.469 -0.642 -0.027
C 3.798 -1.282 -0.354 0.023
C 4.245 -1.938 0.770 -0.017
C 3.383 -2.846 1.488 0.022
C 2.051 -2.911 1.109 -0.023
C 1.274 -3.973 1.713 0.082
C -0.045 -4.078 1.395 -0.044
C -0.606 -2.947 0.680 0.058
C 0.016 -1.830 0.270 -0.017
C 1.470 -1.953 0.276 0.023
H 4.479 -0.782 -1.024 0.000
H 5.207 -1.754 1.347 0.000
H 3.797 -3.483 2.287 0.000
H 1.778 -4.481 2.565 0.005
H -0.690 -4.797 1.893 -0.002
H -1.674 -2.981 0.462 0.002
Cl 0.180 -0.792 4.073 0.000
C 0.798 0.559 3.115 0.001
C 2.142 1.061 3.406 0.003
C 2.450 2.281 2.909 -0.002
C 1.650 3.016 2.002 0.003
C 0.380 2.555 1.677 -0.006
C -0.037 1.208 2.157 -0.016
C -1.354 0.824 1.739 0.026
H 2.846 0.459 3.977 0.000
H 3.536 2.507 3.194 0.000
H 2.081 3.972 1.685 0.000
H -0.235 2.987 0.860 0.001
H -2.121 1.634 1.707 0.001
H -1.734 0.018 2.402 0.005
```

---

Energetically preferred structure: version 1 | next structure: +16.9 kcal/mol